(1)
C2H6Se | the ωB97M-V functional and the def2-TZVPD basis

## Properties
Total charge = 0
Relative energy (zero: lowest compared OMol25 entry of this formula, charge and spin) = 284.5 kJ/mol
Lowest unoccupied orbital energy = 0.667 eV
HOMO energy = -7.911 eV

Last column: Mulliken charge in e.
Positions of all 9 atoms, in Å:
Se: 2.095 0.185 0.149  -0.061
C: -1.229 -0.964 -0.097  -0.840
C: 0.275 0.735 0.316  -0.927
H: -0.063 1.509 -0.204  0.446
H: 2.591 0.818 -1.159  0.085
H: -2.026 -0.315 -0.230  0.372
H: -1.084 -1.451 0.792  0.287
H: -0.517 -1.390 -0.860  0.250
H: -0.042 0.873 1.293  0.388

(2)
C32H71N6O5P | the ωB97M-V functional and the def2-TZVPD basis

## Properties
Total charge = 0
Structure (SMILES) = CCCN[C@@]1(N=C=O)C[C@@H](CCP(=O)(OCC)OCC)NC1=O.CCN(CC)CC.CCN(CC)CC.CCN(CC)CC
Lowest unoccupied orbital energy = 0.250 eV
HOMO energy = -7.770 eV

Last column: Mulliken charge in e.
Positions of all 115 atoms, in Å:
P: 1.259 0.883 0.046  0.631
O: 2.185 -0.530 -0.232  -0.130
O: 1.815 2.105 -1.059  -0.435
O: -5.841 -0.331 2.931  -0.510
O: -7.302 0.753 0.264  -0.482
O: 1.572 1.380 1.469  -0.744
N: 5.377 4.282 -6.972  0.089
N: -3.901 -0.708 1.491  -0.337
N: 4.816 -6.482 -0.993  0.121
N: -6.485 -1.549 7.357  0.088
N: -5.065 2.790 2.603  -0.205
N: -5.042 1.912 0.419  -0.659
C: -6.922 0.296 5.724  -1.433
C: -2.890 1.440 1.873  -0.843
C: -2.855 0.150 0.861  -0.081
C: -8.447 -0.815 8.822  -0.975
C: -6.152 1.267 0.182  0.824
C: 4.507 -8.890 -1.598  -1.422
C: 5.392 4.632 -4.495  -1.489
C: 3.605 -0.252 -0.030  -0.318
C: 5.272 3.307 -8.057  -0.676
C: -6.950 -0.796 8.516  -0.702
C: 3.998 -5.724 -3.295  -0.871
C: 5.557 3.666 -5.661  -0.190
C: -4.235 4.022 2.342  -0.611
C: 4.381 -0.887 -1.316  -0.678
C: 6.495 2.441 -8.353  -0.954
C: -7.067 -1.180 6.069  -0.280
C: -1.300 -0.290 0.922  -0.725
C: 4.430 -5.402 -0.085  -0.773
C: 5.151 -6.060 -2.349  -0.673
C: 3.966 -7.663 -0.874  -0.300
C: 1.286 1.784 -2.395  0.042
C: -4.025 6.591 2.038  -0.935
C: 7.728 5.262 -7.196  -0.957
C: 6.212 5.444 -7.261  -0.688
C: 2.192 2.344 -3.601  -1.028
C: -4.512 1.654 1.816  0.884
C: 3.064 -4.751 -0.296  -0.644
C: -4.922 0.133 2.202  -0.542
C: -0.561 0.528 -0.292  -0.623
C: -5.071 5.401 2.429  -0.359
C: -7.697 -3.786 7.631  -0.964
C: -6.392 -2.996 7.553  -0.668
H: -2.982 0.466 -0.249  0.332
H: 0.229 2.224 -2.497  0.219
H: 5.948 5.848 -8.244  0.338
H: -3.351 3.971 3.094  0.310
H: -6.405 -1.124 9.408  0.352
H: 4.462 -5.794 0.939  0.388
H: 5.516 -9.138 -1.260  0.327
H: -9.062 -0.694 7.927  0.249
H: 7.273 3.001 -8.874  0.223
H: -5.912 5.346 1.641  0.310
H: 2.678 3.368 -3.396  0.218
H: -3.526 -1.495 2.039  0.373
H: 4.527 -8.749 -2.683  0.295
H: -6.645 0.249 8.390  0.369
H: -2.969 6.151 2.212  0.267
H: 5.199 -4.620 -0.106  0.328
H: -5.440 5.581 3.498  0.279
H: 1.269 0.621 -2.451  0.262
H: 5.750 -6.851 -2.815  0.353
H: 8.212 6.240 -7.127  0.368
H: 4.358 -5.727 -4.327  0.375
H: -1.099 1.560 -0.314  0.337
H: 4.506 -0.098 -2.151  0.183
H: -5.796 -3.410 6.731  0.384
H: 3.823 -1.817 -1.717  0.024
H: 5.833 -5.203 -2.307  0.320
H: 2.947 -7.466 -1.228  0.251
H: 6.926 2.002 -7.449  0.269
H: -2.758 0.953 2.910  0.290
H: -0.817 0.099 1.900  0.389
H: 2.265 -5.487 -0.419  0.319
H: 4.419 5.130 -4.526  0.316
H: -8.743 -1.738 9.325  0.280
H: 6.208 1.614 -9.009  0.391
H: 3.997 -0.718 0.956  0.337
H: 8.047 4.680 -6.328  0.247
H: 4.975 3.822 -8.978  0.353
H: -6.557 -1.742 5.278  0.482
H: -8.392 -3.526 6.828  0.271
H: 3.864 -9.752 -1.397  0.429
H: 3.882 -7.931 0.185  0.426
H: -7.483 -4.856 7.540  0.394
H: -8.694 0.007 9.500  0.368
H: -4.116 6.884 0.928  0.261
H: -0.778 0.027 -1.302  0.459
H: 2.978 1.565 -3.940  0.202
H: 4.802 2.882 -5.534  0.353
H: -8.200 -3.646 8.588  0.223
H: 5.939 6.244 -6.564  0.369
H: 3.061 -4.084 -1.159  -0.048
H: -1.121 -1.423 0.854  0.375
H: -6.024 3.043 2.274  0.362
H: 4.433 2.638 -7.831  0.367
H: -5.875 0.609 5.747  0.280
H: -2.221 2.318 1.577  0.439
H: -5.802 -3.201 8.454  0.347
H: 8.115 4.782 -8.097  0.276
H: -7.492 0.934 6.407  0.421
H: -7.305 0.480 4.717  0.372
H: -3.738 4.017 1.288  0.327
H: 5.415 -1.223 -0.950  0.339
H: -4.112 7.497 2.749  0.299
H: 6.534 3.174 -5.576  0.212
H: 3.599 -4.727 -3.103  0.199
H: -8.128 -1.453 6.011  0.151
H: 5.459 4.086 -3.549  0.406
H: 6.175 5.396 -4.481  0.391
H: 2.811 -4.141 0.576  0.368
H: 3.819 0.887 0.067  0.311
H: 1.488 2.507 -4.514  0.330
H: 3.179 -6.445 -3.234  0.237

(3)
C34H38As2Br4CaIN7O12 | the ωB97M-V functional and the def2-TZVPD basis

## Properties
Total charge = 0
Relative energy (zero: lowest compared OMol25 entry of this formula, charge and spin) = 33.5 kJ/mol
Lowest unoccupied orbital energy = -0.460 eV
HOMO energy = -6.744 eV

Last column: Mulliken charge in e.
Positions of all 99 atoms, in Å:
I: 5.035 -4.611 -2.154  0.044
Br: 0.413 5.651 -3.436  -0.143
Br: 1.784 4.005 -5.971  -0.169
Br: 0.052 4.108 -0.527  -0.099
Br: 2.941 0.921 -5.417  -0.187
As: -5.072 -0.747 0.052  -0.037
As: -1.164 -0.263 1.027  1.327
Ca: 2.323 -0.342 -0.532  1.220
O: 0.732 1.171 -0.732  1.006
O: -3.438 -2.956 -1.677  -0.365
O: 2.301 -0.009 -2.686  -0.804
O: 1.060 -2.277 -1.015  0.674
O: -6.296 -0.817 2.623  -0.321
O: -1.545 -1.534 3.901  -0.248
O: 4.134 -1.839 -0.198  -0.726
O: -1.981 -2.661 -0.075  -0.397
O: -2.500 2.154 -1.842  -0.416
O: -2.755 0.297 4.376  -0.534
O: -3.010 2.458 0.268  -0.619
O: -4.770 -1.825 3.921  -0.574
N: 2.744 0.634 1.700  -0.032
N: 2.258 0.934 4.008  -0.712
N: 2.907 2.888 5.008  -0.371
N: 3.327 2.659 2.768  -0.753
N: 6.085 -1.124 -1.058  -0.256
N: 1.689 -1.004 2.953  -0.128
N: 3.967 1.605 -0.590  0.149
C: -2.678 1.694 -0.599  -0.144
C: 3.721 2.452 0.417  1.129
C: -2.817 -0.603 2.155  0.391
C: -0.813 1.443 1.933  -1.546
C: -2.832 -2.165 -0.771  0.589
C: -1.884 1.355 -2.859  -0.104
C: -2.423 -0.558 3.601  -1.132
C: 2.240 0.227 2.882  0.211
C: 0.715 3.173 -2.032  -0.254
C: 3.247 1.874 1.713  -0.231
C: -5.705 1.096 0.179  -1.133
C: 1.103 -3.585 -0.416  -0.772
C: 0.934 -4.532 -1.588  -0.507
C: 4.662 -2.531 -2.424  -0.444
C: -3.270 -0.729 -0.761  -0.190
C: 3.818 3.827 0.277  -0.836
C: 1.003 1.818 -1.845  -0.454
C: -2.408 0.239 -0.385  0.426
C: -0.111 -3.794 -2.428  -0.594
C: -1.167 -1.575 5.284  -0.905
C: -5.042 -1.210 2.923  -0.072
C: 0.266 -2.328 -2.230  0.145
C: 4.319 2.115 -1.770  -0.032
C: 4.938 -1.808 -1.132  0.612
C: -4.097 -0.817 1.835  1.286
C: 4.430 3.477 -2.003  -1.095
C: 1.525 3.168 -4.297  0.100
C: -7.297 -1.182 3.581  -0.757
C: 0.935 3.844 -3.245  0.244
C: 1.749 1.162 -2.898  -0.387
C: 1.938 1.844 -4.101  0.509
C: -4.190 -2.404 -2.762  -0.676
C: 2.824 2.133 3.900  0.377
C: 4.167 4.346 -0.960  -0.434
H: -5.875 1.502 -0.818  0.416
H: 6.695 -1.032 -1.850  0.203
H: 6.246 -0.550 -0.245  0.243
H: 1.363 -1.457 2.115  -0.129
H: 3.614 -2.406 -2.686  -0.224
H: 5.290 -2.197 -3.244  0.592
H: -2.051 -1.696 5.907  0.328
H: -0.655 -0.655 5.568  0.392
H: -7.127 -0.653 4.517  0.311
H: 0.617 -5.528 -1.283  0.456
H: 3.202 3.842 4.915  0.245
H: -8.246 -0.889 3.143  0.238
H: -1.686 2.040 -3.679  0.312
H: -0.599 -1.674 -2.098  -0.913
H: -0.354 1.162 2.886  0.414
H: 0.885 -1.924 -3.030  0.641
H: -3.775 -1.454 -3.092  0.214
H: -0.941 0.934 -2.506  -0.084
H: -1.703 2.033 2.114  0.757
H: -2.551 0.559 -3.190  0.129
H: 3.585 4.463 1.118  0.500
H: 1.159 -1.202 3.785  0.209
H: -4.122 -3.131 -3.567  0.360
H: 0.277 -3.678 0.294  0.198
H: 2.430 2.584 5.837  0.251
H: -6.661 1.018 0.695  0.400
H: -0.088 -4.076 -3.480  0.521
H: -1.105 -3.993 -2.032  0.106
H: 4.464 1.400 -2.572  0.496
H: -5.232 -2.272 -2.471  0.300
H: -0.095 1.992 1.331  0.029
H: -5.033 1.736 0.735  0.308
H: -0.511 -2.435 5.386  0.251
H: 2.061 -3.680 0.097  0.506
H: 4.679 3.835 -2.992  0.424
H: 1.877 -4.620 -2.130  0.001
H: -7.271 -2.254 3.765  0.302
H: 4.211 5.417 -1.109  0.445

(4)
Cl2NO3P | the ωB97M-V functional and the def2-TZVPD basis

## Properties
Total charge = 0
Relative energy (zero: lowest compared OMol25 entry of this formula, charge and spin) = 176.2 kJ/mol
Lowest unoccupied orbital energy (spin up / spin down) = -2.875 / -2.484 eV
HOMO energy (spin up / spin down) = -10.671 / -10.221 eV

Last column: Mulliken charge in e.
Positions of all 7 atoms, in Å:
Cl: 2.075 -0.143 1.930  -0.129
Cl: 0.485 -2.679 0.833  -0.186
P: 1.115 -0.713 0.266  0.806
O: -1.180 0.827 -1.301  -0.371
O: 2.016 -0.732 -0.912  -0.442
O: -1.498 0.904 0.863  -0.381
N: -0.970 0.637 -0.169  0.703

(5)
C12H14BF3N6O2Pd | the ωB97M-V functional and the def2-TZVPD basis

## Properties
Total charge = +2
Relative energy (zero: lowest compared OMol25 entry of this formula, charge and spin) = 194.5 kJ/mol
Multiplicity = 5
Lowest unoccupied orbital energy (spin up / spin down) = -7.250 / -11.843 eV
HOMO energy (spin up / spin down) = -14.698 / -16.106 eV

Last column: Mulliken charge in e.
Positions of all 39 atoms, in Å:
Pd: -0.972 -0.567 0.600  0.180
F: 1.706 -0.848 4.657  -0.232
F: 2.074 1.245 4.221  -0.248
F: 0.507 0.689 5.660  -0.216
O: -1.031 0.892 3.403  -0.615
O: 0.477 -0.435 2.316  -0.530
N: 1.361 -0.494 -1.606  -0.068
N: -1.643 -0.485 -1.173  0.080
N: -0.990 -0.047 -2.302  0.156
N: -0.184 1.411 0.112  0.608
N: 1.034 -0.938 -0.337  0.736
N: 0.368 1.687 -1.123  -0.121
C: -2.854 -0.918 -1.502  -0.350
C: 1.081 0.344 4.488  0.788
C: 2.528 -1.031 -2.002  0.144
C: -3.032 -0.658 -2.859  -1.059
C: 1.966 -1.850 -0.011  -0.235
C: -1.862 -0.093 -3.333  -0.002
C: 2.922 -1.912 -1.025  -1.056
C: -1.292 -2.526 1.183  -0.852
C: -0.151 2.525 0.887  -0.634
C: 0.036 0.270 3.290  0.546
C: 0.373 3.536 0.110  -1.203
C: 0.705 2.984 -1.139  0.077
B: 0.448 0.590 -2.231  -0.088
H: 3.819 -2.518 -1.058  0.458
H: -3.560 -1.393 -0.813  0.492
H: -1.996 -3.082 0.583  0.409
H: 2.951 -0.715 -2.970  0.494
H: -0.588 2.493 1.864  0.730
H: -1.533 0.288 -4.285  0.505
H: 1.881 -2.423 0.885  0.562
H: 0.486 4.557 0.400  0.466
H: 0.868 1.009 -3.271  0.027
H: -1.574 -2.477 2.267  0.311
H: -1.233 1.326 0.480  0.678
H: -3.918 -0.818 -3.483  0.405
H: -0.294 -3.029 1.166  0.171
H: 1.117 3.411 -2.048  0.489